The following is a DFT calculation (ωB97M-V/def2-TZVPD) of C43H39LaP2 as an isolated structure at a distorted geometry.

Results
ΔE to the lowest compared entry with this formula, charge and spin = 0.00 kcal per mole
net charge = +2
Kohn-Sham gap = 6.9 eV
2S+1 = 1
LUMO = -6.156 eV

Last column: Mulliken charge in e.
Atoms and positions in Å:
La: 1.35 -1.16 0.54  1.51
P: 0.91 1.20 -1.00  1.43
P: -1.46 -0.77 0.74  0.76
C: -1.96 1.72 1.89  -0.28
C: -2.68 2.32 -2.51  -1.61
C: 2.10 3.08 0.58  -0.72
C: 2.66 1.67 -3.16  -0.16
C: -1.55 -2.39 -1.54  -0.35
C: 3.49 -1.28 2.68  0.51
C: -1.60 -4.50 2.63  -0.63
C: -0.46 -2.95 4.10  -0.74
C: -3.59 -1.12 -1.13  -0.61
C: 3.56 1.29 -4.17  -0.74
C: -1.55 2.17 -1.71  -0.37
C: 4.90 -1.10 2.59  -0.73
C: -1.83 -3.48 1.72  -0.81
C: -1.78 0.75 -4.11  -0.56
C: 5.25 -3.51 2.68  -0.57
C: -0.72 -1.90 3.22  -0.23
C: 1.17 5.37 -0.74  -0.84
C: -0.50 1.36 -2.13  0.89
C: 1.93 5.48 0.43  -0.58
C: 1.30 2.94 -0.57  0.53
C: 2.64 -0.60 -2.28  -0.18
C: -1.36 -2.18 1.99  0.20
C: -4.03 2.36 2.94  -0.57
C: -2.52 0.46 1.58  0.65
C: -4.59 1.11 2.66  -0.76
C: -0.61 0.66 -3.33  -0.77
C: -2.80 1.63 -3.73  -0.93
C: -2.10 -2.90 -2.70  -0.92
C: -0.90 -4.25 3.82  -0.55
C: -3.40 -2.56 -3.06  -0.67
C: 2.51 -0.14 2.50  -1.33
C: -3.83 0.15 1.97  -0.48
C: -2.72 2.66 2.56  -0.56
C: 5.75 -2.20 2.60  -0.49
C: 3.59 -0.96 -3.25  -0.98
C: 3.00 -2.61 2.77  0.60
C: 3.88 -3.69 2.75  -0.88
C: 0.86 4.09 -1.24  0.00
C: 2.20 0.73 -2.22  0.89
C: -4.15 -1.69 -2.28  -0.63
C: 4.03 -0.03 -4.19  -0.58
C: 2.39 4.34 1.10  -0.54
C: -2.29 -1.49 -0.73  0.71
H: -4.25 -0.84 1.76  0.47
H: -4.16 -0.43 -0.52  0.52
H: 4.73 -0.33 -4.97  0.41
H: -4.63 3.10 3.46  0.43
H: -1.52 2.79 -0.82  0.73
H: 0.24 0.09 -3.70  0.38
H: -0.70 -5.06 4.51  0.43
H: -0.94 1.96 1.61  0.36
H: 0.12 -2.75 5.01  0.47
H: -0.46 -0.87 3.51  0.59
H: -2.29 3.64 2.79  0.50
H: -1.96 -5.51 2.42  0.44
H: -5.22 1.41 -2.15  0.18
H: -0.56 -2.77 -1.26  0.26
H: -5.18 -1.43 -2.54  0.44
H: 0.27 4.01 -2.16  0.48
H: -3.34 3.04 -2.01  0.89
H: -1.52 -3.59 -3.31  0.46
H: 6.82 -2.05 2.49  0.39
H: 2.22 -1.47 -1.71  -0.24
H: 1.91 -2.77 2.84  0.02
H: -3.64 1.76 -4.44  0.42
H: 3.04 0.82 2.45  0.71
H: -4.79 1.91 -1.72  -0.12
H: 2.51 2.20 1.07  0.08
H: -2.36 -3.66 0.78  0.42
H: 3.90 2.02 -4.92  0.45
H: -1.85 0.15 -5.03  0.49
H: -5.61 0.86 2.96  0.43
H: 2.16 6.47 0.82  0.42
H: 3.46 -4.70 2.80  0.44
H: 5.93 -4.36 2.68  0.41
H: 0.83 6.26 -1.29  0.43
H: 2.30 2.71 -3.11  0.39
H: -3.85 -2.98 -3.96  0.43
H: 5.28 -0.09 2.39  0.36
H: 2.98 4.43 2.01  0.46
H: 3.94 -1.99 -3.26  0.44
H: 1.74 -0.08 3.29  0.43



The following is a DFT calculation (ωB97M-V/def2-TZVPD) of C43H39MoN5O3PS as an isolated structure.

Results
net charge = +1
Kohn-Sham gap (spin up / spin down) = 5.6 / 4.7 eV
2S+1 = 3
⟨S²⟩ = 2.36
LUMO (spin up / spin down) = -3.541 / -3.575 eV

Last column: Mulliken charge in e.
Atoms and positions in Å:
Mo: -1.77 -0.43 0.26  -0.47
S: -1.90 2.12 0.01  -0.13
P: 1.41 -0.57 -0.53  1.64
O: -0.93 -3.80 -2.62  -0.63
O: 0.62 0.25 0.66  2.57
O: -1.84 -2.31 -0.72  -0.01
N: -2.35 0.00 2.32  0.41
N: 0.59 2.56 1.07  0.27
N: -3.60 -1.20 0.51  0.26
N: -0.36 4.25 -0.09  0.23
N: -4.09 -2.09 -0.43  -1.09
C: 0.51 -0.20 -1.98  0.81
C: 3.53 -0.18 3.67  -0.88
C: -2.45 -5.18 -3.76  -0.67
C: 4.15 -0.79 -0.17  -0.55
C: -1.64 0.08 -2.91  -0.85
C: -4.80 -5.12 -3.27  -0.77
C: 2.53 -0.04 2.71  -0.57
C: 1.08 1.42 1.29  -1.57
C: -3.63 -0.38 2.65  0.90
C: -2.45 5.56 -0.13  -1.06
C: 1.12 -0.11 -3.24  -0.72
C: 0.32 0.07 -4.34  -0.86
C: -2.21 -4.20 -2.79  0.22
C: -4.57 -4.15 -2.32  -0.84
C: 0.83 -4.94 0.52  -0.68
C: 1.97 4.95 -0.60  -0.86
C: -3.28 -3.68 -2.06  0.29
C: 3.09 0.00 -0.62  0.76
C: -3.08 -2.63 -1.03  0.54
C: 3.33 1.27 -1.14  -0.80
C: -3.73 -5.63 -3.99  -0.34
C: -3.45 0.61 4.83  -0.33
C: 4.15 0.95 4.18  -0.69
C: 2.15 1.23 2.28  1.02
C: -0.50 2.99 0.32  0.38
C: 3.78 2.22 3.75  -0.76
C: 5.68 0.97 -0.73  -0.71
C: 0.76 5.10 0.31  -0.82
C: 0.61 -2.64 1.16  0.32
C: 0.39 -3.98 1.42  -1.05
C: -0.87 -0.12 -1.76  0.66
C: 1.26 -2.26 -0.01  1.00
C: 2.78 2.36 2.80  -0.74
C: 4.62 1.76 -1.18  -0.98
C: -1.66 0.71 3.25  -0.93
C: -4.30 -1.07 1.64  -0.93
C: 5.44 -0.30 -0.23  -0.78
C: -2.14 1.02 4.48  -1.32
C: -1.06 0.17 -4.17  -0.77
C: 1.48 -4.56 -0.65  -0.69
C: -4.18 -0.08 3.92  -1.10
C: 1.69 -3.23 -0.92  -0.91
C: -1.37 4.88 -0.95  -0.88
H: 4.93 0.84 4.93  0.43
H: 6.69 1.36 -0.77  0.45
H: -1.69 0.31 -5.03  0.48
H: -5.39 -3.73 -1.75  0.47
H: -1.60 -5.57 -4.31  0.45
H: 3.96 -1.78 0.23  0.40
H: 0.24 -1.90 1.86  -0.06
H: 0.38 6.12 0.29  0.48
H: -0.84 5.60 -1.57  0.47
H: -5.25 -1.57 1.74  0.42
H: 4.81 2.75 -1.58  0.49
H: -3.85 0.84 5.81  0.44
H: 2.77 5.62 -0.28  0.44
H: 1.79 -5.31 -1.36  0.46
H: -2.03 6.30 0.55  0.34
H: -1.52 1.58 5.17  0.51
H: 2.35 3.93 -0.56  -0.03
H: 3.81 -1.16 4.01  0.51
H: 2.15 -2.94 -1.86  0.42
H: 0.65 -5.99 0.72  0.44
H: 1.02 4.87 1.34  0.39
H: -1.79 4.12 -1.60  0.46
H: -0.94 -3.15 -1.89  0.33
H: 2.51 1.87 -1.51  0.85
H: -2.72 0.15 -2.83  0.49
H: 4.27 3.09 4.15  0.49
H: 2.49 3.34 2.46  0.40
H: -5.19 -0.40 4.13  0.46
H: 2.05 -0.93 2.33  0.58
H: 0.75 0.14 -5.33  0.48
H: -3.15 6.08 -0.79  0.42
H: 6.27 -0.91 0.11  0.49
H: 1.72 5.20 -1.63  0.38
H: -3.90 -6.39 -4.75  0.39
H: 2.20 -0.19 -3.35  0.50
H: -5.81 -5.47 -3.46  0.42
H: -0.13 -4.27 2.32  0.49
H: -3.01 4.83 0.45  0.29
H: -0.66 1.02 2.96  1.15